*w*
14
Properties=species:S:1:pos:R:3:mulliken_charge:R:1 method="wB97M-V/def2-TZVPD" orbital_gap_ha=0.355 e_homo_ev=-13.65 charge=+1
C 2.173 0.574 0.157 0.086
C 0.239 1.832 -0.027 -0.356
C 0.441 -1.647 -0.222 -0.852
N 1.641 1.644 -0.103 -0.230
N 0.614 -0.602 0.631 -0.459
N -0.263 0.445 0.615 -0.056
I 4.015 -0.119 0.033 0.414
H -0.143 2.849 0.467 0.338
H -0.149 1.953 -1.041 0.315
H -0.009 -1.548 -1.210 0.364
H 1.397 -2.142 -0.575 0.246
H -0.101 -2.480 0.150 0.377
H -0.372 0.676 1.692 0.404
H -1.122 0.386 -0.032 0.409

*x*
14
Properties=species:S:1:pos:R:3:mulliken_charge:R:1 method="wB97M-V/def2-TZVPD" orbital_gap_ha=0.376 e_homo_ev=-14.17 charge=+1
C 1.810 -0.165 -0.057 0.422
C -2.364 -0.027 0.256 0.268
C 3.164 0.156 -0.441 -1.019
N 0.670 -0.099 0.117 -0.502
N -1.693 -1.179 0.261 -0.276
N -1.718 1.088 0.540 -0.231
I -4.500 -0.010 0.243 0.255
H 3.193 0.398 -1.558 0.298
H 3.724 -0.770 -0.552 0.329
H 3.436 0.900 0.146 0.333
H -1.993 -1.958 -0.250 0.268
H -0.717 -1.200 0.365 0.272
H -2.262 1.920 0.513 0.255
H -0.751 0.948 0.419 0.329

The calculated energies rank the structures as follows, beginning with the most stable: *x*, *w*.

*w*
15
Properties=species:S:1:pos:R:3:mulliken_charge:R:1 method="wB97M-V/def2-TZVPD" orbital_gap_ha=0.318 e_homo_ev=-8.39 smiles="CSSC.O=CO"
O 3.827 -0.050 0.365 -0.435
C 2.925 -0.254 -0.374 0.208
O 1.913 -1.127 -0.195 -0.343
H 2.819 0.265 -1.344 0.304
H 1.146 -0.759 -0.652 0.237
C 0.071 1.576 1.356 -0.831
S -1.467 0.661 1.096 -0.053
S -1.073 -0.242 -0.752 -0.055
C -2.611 -1.198 -0.905 -0.915
H 0.922 0.934 1.583 0.294
H 0.365 2.214 0.522 0.308
H -0.131 2.216 2.215 0.313
H -3.510 -0.605 -0.753 0.332
H -2.589 -1.574 -1.928 0.316
H -2.608 -2.056 -0.235 0.319

*x*
15
Properties=species:S:1:pos:R:3:mulliken_charge:R:1 method="wB97M-V/def2-TZVPD" orbital_gap_ha=0.329 e_homo_ev=-8.58 smiles="CSSC.O=CO"
O 2.877 2.166 1.210 -0.470
C 1.658 2.212 1.164 0.255
O 0.914 1.441 1.994 -0.392
H 1.074 2.868 0.476 0.321
H 0.238 0.922 1.471 0.254
C 0.844 -1.593 0.893 -0.838
S -0.754 -0.842 0.432 -0.155
S -0.458 -0.490 -1.579 -0.011
C -2.164 -0.379 -2.166 -0.808
H 0.998 -2.458 0.167 0.291
H 1.624 -0.862 0.774 0.326
H 0.778 -1.948 1.892 0.357
H -2.504 0.645 -1.983 0.284
H -2.313 -0.578 -3.192 0.352
H -2.814 -1.104 -1.553 0.234

The calculated energies rank the structures as follows, beginning with the most stable: *w*, *x*.

*w*
18
Properties=species:S:1:pos:R:3:mulliken_charge:R:1 method="wB97M-V/def2-TZVPD" orbital_gap_ha=0.349 e_homo_ev=-8.91 smiles=c1ccc(-c2cnn[nH]2)cc1
C 2.370 0.974 0.483 -0.462
C 1.492 0.070 -0.023 0.185
C 0.035 -0.006 -0.055 0.886
C -0.694 1.140 -0.283 -0.489
C -2.094 1.133 -0.321 -0.510
C -2.789 -0.034 0.043 -0.409
C -2.002 -1.185 0.292 -0.361
C -0.678 -1.225 0.169 -0.559
H 2.201 1.947 0.959 0.408
H 2.056 -1.794 -1.007 0.313
H -0.230 2.092 -0.418 0.371
H -2.613 2.097 -0.462 0.314
H -3.931 -0.025 0.069 0.295
H -2.602 -2.048 0.681 0.280
H -0.116 -2.130 0.280 0.408
N 3.671 0.585 0.245 -0.292
N 3.575 -0.611 -0.259 -0.661
N 2.350 -0.980 -0.393 0.284

*x*
18
Properties=species:S:1:pos:R:3:mulliken_charge:R:1 method="wB97M-V/def2-TZVPD" orbital_gap_ha=0.348 e_homo_ev=-8.88 smiles=c1ccc(-c2ncc[nH]2)nc1
C -2.797 -0.679 -1.509 -0.260
C -3.121 -0.180 -0.368 -0.141
C -0.987 -0.156 -0.525 0.324
C 0.466 0.055 -0.212 0.824
C 0.789 -0.285 1.180 -0.722
C 2.148 -0.023 1.492 -0.175
C 3.092 0.487 0.576 -1.012
C 2.603 0.786 -0.626 -0.276
H -3.380 -1.134 -2.443 0.316
H -4.261 -0.191 0.271 0.200
H -2.012 0.552 0.999 -0.132
H 0.154 -0.507 1.915 0.474
H 2.502 -0.347 2.537 0.256
H 3.922 0.505 0.724 0.865
H 3.080 1.003 -1.532 0.461
N -1.970 0.208 0.220 0.118
N -1.421 -0.712 -1.678 -0.611
N 1.192 0.618 -1.021 -0.508

The calculated energies rank the structures as follows, beginning with the most stable: *w*, *x*.

*w*
8
Properties=species:S:1:pos:R:3:mulliken_charge:R:1 method="wB97M-V/def2-TZVPD" orbital_gap_ha=0.314 e_homo_ev=-9.39 smiles="FC(F)C(=S)S"
C 0.540 0.023 -0.001 0.239
C -0.827 -0.666 0.004 0.127
H 1.739 2.008 0.012 0.169
H -0.725 -1.718 -0.016 0.262
F -1.521 -0.273 -1.091 -0.220
F -1.519 -0.273 1.093 -0.214
S 0.402 1.751 -0.001 -0.157
S 1.910 -0.852 0.000 -0.206

*x*
8
Properties=species:S:1:pos:R:3:mulliken_charge:R:1 method="wB97M-V/def2-TZVPD" orbital_gap_ha=0.330 e_homo_ev=-9.53
C -0.676 -0.442 -1.003 0.058
C 0.713 0.537 1.080 -0.074
F 0.073 -1.230 -1.845 -0.209
F 1.934 0.441 1.363 -0.156
S 0.323 1.062 -0.630 -0.086
S -0.698 -1.161 0.731 -0.163
H -1.701 -0.233 -1.525 0.293
H 0.032 1.025 1.828 0.336

The calculated energies rank the structures as follows, beginning with the most stable: *w*, *x*.

*w*
13
Properties=species:S:1:pos:R:3:mulliken_charge:R:1 method="wB97M-V/def2-TZVPD" orbital_gap_ha=0.310 e_homo_ev=-4.19 charge=-1
C 1.024 -0.359 -0.231 -0.610
C 0.144 0.251 -1.300 -0.553
O -1.189 -0.031 -1.247 -0.828
N 0.719 0.432 0.993 -0.537
C -0.561 0.085 1.585 0.927
O -0.960 0.716 2.568 -0.672
O -1.333 -0.928 1.077 -0.566
H 0.806 -1.416 -0.244 0.316
H 2.055 -0.076 -0.423 0.391
H 0.647 -0.112 -2.255 0.312
H 0.315 1.382 -1.230 0.310
H -1.273 -0.790 0.067 0.411
H -0.392 0.846 0.640 0.097

*x*
13
Properties=species:S:1:pos:R:3:mulliken_charge:R:1 method="wB97M-V/def2-TZVPD" orbital_gap_ha=0.294 e_homo_ev=-4.11 charge=-1
C -0.831 1.419 1.501 -0.629
C 0.281 0.718 1.388 -0.028
O 1.009 0.304 2.501 -0.551
H -1.364 1.672 0.598 0.300
H -1.184 1.674 2.494 0.242
H 0.676 0.371 0.441 0.297
H 1.062 -0.655 2.447 0.317
N 0.751 -1.096 -2.179 -0.501
C -0.439 -0.707 -1.466 0.596
O -0.899 0.417 -1.760 -0.722
O -0.831 -1.528 -0.606 -0.722
H 0.839 -2.078 -2.380 0.194
H 0.931 -0.510 -2.979 0.207

The calculated energies rank the structures as follows, beginning with the most stable: *x*, *w*.

*w*
17
Properties=species:S:1:pos:R:3:mulliken_charge:R:1 method="wB97M-V/def2-TZVPD" orbital_gap_ha=0.366 e_homo_ev=-13.32 charge=+1 smiles=C[NH2+][C@H](C)PO
C -0.423 -1.709 0.166 -1.223
C 1.317 1.642 0.580 -0.954
C -0.157 -0.181 0.238 -0.116
N 1.221 0.168 0.516 -0.077
O -2.325 -0.241 -1.289 -0.460
P -0.837 0.379 -1.432 0.101
H -0.508 -2.116 -0.905 0.326
H -1.304 -2.145 0.681 0.318
H 0.507 -2.314 0.590 0.335
H 0.471 1.907 1.166 0.382
H 2.214 2.013 1.012 0.365
H 1.401 1.943 -0.368 0.434
H -0.846 0.077 0.974 0.459
H 1.817 -0.210 -0.190 0.363
H 1.446 -0.226 1.385 0.354
H -2.790 -0.641 -1.997 0.353
H -1.203 1.652 -1.128 0.041

*x*
17
Properties=species:S:1:pos:R:3:mulliken_charge:R:1 method="wB97M-V/def2-TZVPD" orbital_gap_ha=0.394 e_homo_ev=-14.20 charge=+1 smiles=CC[NH2+][C@H](O)P
C 2.083 -0.963 0.476 -1.223
C 0.696 -0.936 0.080 -0.086
C -1.506 0.291 -0.618 0.022
N 0.118 0.461 -0.188 -0.422
O -1.775 1.535 -1.112 -0.481
P -2.424 -0.328 0.827 -0.096
H 2.822 -0.453 -0.189 0.373
H 2.281 -0.615 1.516 0.337
H 2.220 -2.044 0.410 0.344
H 0.067 -1.392 0.849 0.146
H 0.393 -1.367 -0.907 0.326
H -1.456 -0.465 -1.383 0.433
H 0.708 1.173 -0.752 0.394
H -0.048 0.855 0.744 0.380
H -1.342 1.762 -1.909 0.323
H -1.895 -1.665 0.782 0.076
H -3.748 -0.688 0.134 0.153

The calculated energies rank the structures as follows, beginning with the most stable: *w*, *x*.

*w*
27
Properties=species:S:1:pos:R:3:mulliken_charge:R:1 method="wB97M-V/def2-TZVPD" orbital_gap_ha=0.332 e_homo_ev=-8.12 smiles="C=C[Si@](CC)(OC)N(C)C"
C 2.155 1.430 1.761 -0.558
C 1.557 0.277 1.709 -0.444
C -1.947 -2.048 0.244 -1.089
C -0.836 1.141 -1.691 -1.144
C -1.152 2.021 0.522 -1.411
C 1.961 -0.987 -1.750 -0.776
C -0.754 -1.809 1.055 -0.348
N -0.622 0.988 -0.291 0.436
O 0.866 -1.163 -0.925 -0.219
Si 0.322 -0.368 0.385 0.189
H 2.774 1.849 2.562 0.293
H 1.745 2.134 1.107 0.206
H 1.649 -0.418 2.497 0.361
H -2.635 -2.894 0.516 0.327
H -2.481 -1.114 0.230 0.257
H -1.714 -2.264 -0.797 0.241
H -0.827 0.175 -2.182 0.291
H -1.750 1.643 -1.882 0.404
H -0.001 1.690 -2.185 0.269
H -1.240 1.826 1.603 0.364
H -0.907 3.086 0.294 0.364
H -2.155 2.040 0.251 0.570
H 2.203 0.005 -2.108 0.307
H 1.849 -1.546 -2.775 0.245
H 2.883 -1.453 -1.365 0.310
H -0.040 -2.672 1.047 0.266
H -0.906 -1.568 2.167 0.287

*x*
27
Properties=species:S:1:pos:R:3:mulliken_charge:R:1 method="wB97M-V/def2-TZVPD" orbital_gap_ha=0.340 e_homo_ev=-8.48
C -3.006 -0.782 -0.648 -1.280
C -1.879 1.695 -0.766 -1.339
C -0.389 -1.642 0.755 -1.220
C -0.645 0.595 1.747 -1.159
C -1.704 0.195 -0.624 0.624
C 1.436 -0.112 -1.235 -0.302
C -0.812 -0.368 0.583 0.605
N 2.200 -1.103 -1.068 -0.005
O 3.581 -1.103 -0.467 -0.371
Si 3.974 0.372 0.237 0.569
H -3.656 -0.536 0.233 0.324
H -3.564 -0.339 -1.487 0.370
H -2.919 -1.908 -0.618 0.303
H -0.962 2.203 -0.976 0.284
H -2.636 1.983 -1.451 0.419
H -2.174 2.121 0.190 0.290
H 2.004 -2.097 -1.125 0.256
H -0.196 -2.393 0.049 0.429
H 0.141 -1.856 1.647 0.267
H 0.097 1.407 1.377 0.210
H -1.668 1.057 2.179 0.209
H -0.049 0.099 2.536 0.417
H -1.119 -0.180 -1.426 0.277
H 1.764 0.803 -0.918 0.200
H 2.808 0.556 1.195 -0.116
H 4.121 1.238 -0.844 -0.100
H 5.253 0.093 0.923 -0.161

The calculated energies rank the structures as follows, beginning with the most stable: *w*, *x*.